[1]
32
Properties=species:S:1:pos:R:3:forces:R:3 method="wB97M-V/def2-TZVPD" e_above_lowest_kcal_mol=18.8 homo_lumo_gap_ha=0.3406 smiles=CCCCNSSNCCCC total_charge=0 lumo_ev=0.77
C -1.9270 -2.7771 -0.1827 1.4979 0.0691 -0.3754
C -2.5850 -1.7742 0.7568 1.9771 0.4675 0.8209
C -1.5428 -1.2205 1.8155 -2.5023 -1.7615 0.3583
C -2.1315 -0.0821 2.6711 2.1421 0.2927 0.5144
C 0.6112 0.7382 -1.8119 0.3381 0.5330 0.2147
C 1.8727 0.9057 -0.9336 -0.4527 2.5309 0.1506
C 3.1520 0.9388 -1.7434 0.4311 -1.5923 -0.3768
C 4.4120 1.3116 -0.9478 1.3984 -0.2974 -1.1612
H -0.8739 -2.3465 -0.4121 -1.6847 -0.7653 -0.1333
H -1.7201 -3.7261 0.3379 -0.1427 0.2311 -0.1427
H -2.4770 -3.0348 -1.1284 0.4703 0.4931 0.8950
H -3.4104 -2.1634 1.3177 -0.6801 -0.2913 0.0547
H -2.8570 -0.8855 0.2461 -0.8016 0.7009 -0.8119
H -1.3037 -2.0772 2.4751 -0.0390 0.4342 0.0170
H -0.6302 -0.9955 1.3255 0.8402 0.8312 -0.4543
H -3.1453 -0.2313 3.0636 0.3466 -0.6019 -0.1342
H -1.4059 -0.0245 3.5689 -1.1284 0.3783 -1.0280
H -2.9527 1.8369 2.4407 1.1302 -1.4138 -1.0160
H -1.2847 0.0358 -1.5435 -0.9483 -0.8716 -0.4414
H 0.5480 1.5288 -2.5378 0.4921 0.7232 -0.4689
H 0.5864 -0.1415 -2.4103 0.8492 -1.0919 -0.4016
H 1.9011 1.8936 -0.3450 -0.7602 -1.0066 -0.9608
H 1.8871 0.2096 -0.1316 0.1364 -1.1516 0.4753
H 3.0833 1.5531 -2.6541 -0.1868 0.4113 0.5715
H 3.2662 -0.0567 -2.2084 0.2518 0.0352 0.2946
H 4.7894 0.6702 -0.0970 -0.6351 0.1383 -1.3027
H 5.2318 1.5261 -1.7128 -0.6656 -0.7628 1.1324
H 4.2976 2.2637 -0.5063 -0.4828 1.2704 0.6431
N -2.2770 1.1888 1.9323 -2.3188 1.2370 1.4162
N -0.6671 0.6886 -1.1520 0.9538 0.0200 0.6252
S -1.0906 2.1281 1.2489 0.9503 0.2727 0.7382
S -1.3570 2.1194 -0.7414 -0.7763 0.5376 0.2872

=====

[2]
37
Properties=species:S:1:pos:R:3:forces:R:3 method="wB97M-V/def2-TZVPD" e_above_lowest_kcal_mol=0.0 homo_lumo_gap_ha=0.3776 total_charge=+1 lumo_ev=-2.86
N 1.6027 -2.4669 2.7974 -0.5865 0.1620 -0.0695
C 1.7429 -1.1354 2.2268 0.1071 -0.1461 -0.0532
N 2.2820 -1.2235 0.8665 -0.0503 -0.2690 0.1357
N 2.6117 -0.4300 3.1342 -0.0245 0.1162 -0.0600
C 0.4667 -0.2466 2.1223 0.1076 0.3382 0.0666
N -0.7990 -0.9202 1.8316 0.2469 0.0276 -0.0803
C -1.5008 -1.7875 2.6433 0.0502 0.0152 -0.0490
C -2.6188 -2.1330 1.9685 -0.2336 -0.2868 0.3224
N -2.5865 -1.4679 0.7712 0.0700 0.1646 -0.1822
C -1.4798 -0.7310 0.7088 -0.0306 -0.0818 0.0486
H 1.2109 -2.4312 3.7324 0.2406 0.0143 0.1047
H 1.0000 -3.0545 2.2318 0.1384 -0.0787 -0.0500
H 1.6414 -1.7534 0.2779 0.0052 0.0736 -0.0800
H 3.1241 -1.7934 0.9060 0.0319 0.0880 -0.0225
H 2.8015 0.5115 2.8112 0.0740 -0.0147 -0.0350
H 3.4913 -0.9245 3.2263 0.0004 -0.0104 0.0264
H 0.6251 0.4412 1.2946 0.0271 0.0819 0.1185
H 0.3582 0.3434 3.0306 -0.1189 -0.2087 0.1209
H -1.1626 -2.0757 3.6217 0.0120 0.0433 -0.0259
H -3.4183 -2.7899 2.2637 -0.0344 0.0521 -0.1136
H -3.2923 -1.4984 0.0512 -0.0144 0.0151 -0.0100
H -1.1812 -0.0702 -0.0902 -0.1944 -0.0125 -0.0705
O -0.9116 3.6355 -3.1505 -0.0633 0.0328 0.0965
S -1.2856 2.2578 -3.1656 0.2498 -0.0835 -0.1643
O -2.0568 1.7275 -2.0767 -0.1713 -0.1439 0.1773
O 0.0268 1.3708 -3.3130 -0.0605 -0.0035 -0.1005
C 1.1656 1.7453 -2.5032 0.1880 0.0946 0.0674
C 0.9012 1.5116 -1.0331 -0.0603 0.0801 0.0674
C -2.0476 1.8359 -4.6891 -0.0368 0.0142 -0.0002
H 1.4214 2.7883 -2.6880 -0.1047 0.0124 -0.0839
H 1.9742 1.1259 -2.8825 -0.0459 -0.0725 0.0283
H 0.1530 2.2129 -0.6623 0.0146 0.0282 0.0271
H 1.8180 1.6414 -0.4584 0.0407 -0.0397 -0.0420
H 0.5332 0.4969 -0.8718 0.2176 -0.0175 -0.1331
H -1.4257 2.2014 -5.5010 0.0119 0.0107 0.0040
H -3.0175 2.3286 -4.6963 -0.0065 0.0132 0.0046
H -2.1676 0.7573 -4.7366 0.0032 -0.0088 0.0092

=====

[3]
44
Properties=species:S:1:pos:R:3:forces:R:3 method="wB97M-V/def2-TZVPD" homo_lumo_gap_ha=0.2370 total_charge=-1 lumo_ev=2.16
N 4.8097 -1.4528 0.1765 0.0094 -0.0689 -0.2399
P 4.0768 -0.8668 -1.1376 0.5882 0.0846 1.1475
Al 4.5530 1.4541 -1.3430 0.0122 0.9106 0.0940
C 3.0883 2.5187 -2.2899 0.6289 -0.7906 0.2525
C 1.6553 2.0158 -2.1290 0.0659 0.6387 -0.5627
C 1.1565 2.0764 -0.7060 0.4018 0.7237 -1.4226
F 1.6978 1.1830 0.0844 0.2895 -1.6376 1.0197
F 1.5364 3.2694 -0.2000 -0.1258 1.0515 0.5287
C -0.3778 2.1048 -0.5320 0.6454 -0.5935 -0.8664
F -0.8264 3.2054 -1.0839 -0.6017 1.3255 -1.2494
F -0.6852 2.1896 0.7235 -0.3561 -0.2500 2.1492
S -1.3583 0.6846 -1.2880 -0.5600 -0.2193 1.4915
F -2.6880 1.5164 -1.1003 -0.5851 0.5918 -0.1280
F -1.1816 1.2525 -2.7214 0.4205 0.4456 -0.9839
F -0.1110 -0.2351 -1.4108 0.9004 -0.3611 -0.4341
F -1.6236 0.0585 0.1406 -0.0198 -0.3710 0.5838
F -2.2261 -0.4702 -1.9008 -0.4132 -0.4995 -0.4117
H 5.3039 -0.6839 0.6191 -0.0043 -0.0320 0.0619
H 2.6799 -1.1245 -0.9970 0.0635 -0.2860 -0.7314
H 4.4918 -1.5970 -2.2899 -0.6451 -0.1103 -0.0780
H 6.0036 1.6030 -2.0284 -0.0171 -0.0978 -0.2514
H 4.6589 2.0069 0.1690 -0.0449 -0.1948 0.1052
H 3.1801 3.5534 -1.9858 -0.0847 0.3115 0.1652
H 3.3370 2.5096 -3.3479 -0.1104 -0.0840 -0.3228
H 1.5600 1.0208 -2.5394 -0.0999 -0.3302 0.0794
H 1.0004 2.6695 -2.7049 -0.3465 -0.0309 -0.0767
C -1.0479 0.8405 3.5142 0.0719 -0.0245 0.0368
C -0.8009 -0.3002 4.4838 -0.0733 0.3346 0.1522
O 0.2440 0.0117 5.4020 0.0006 -0.0935 0.0342
H -0.1411 1.0689 2.9562 0.0044 -0.0757 -0.0264
H -1.8410 0.5909 2.8079 0.0002 0.0293 -0.0034
H -1.3345 1.7478 4.0537 -0.0869 -0.0257 -0.0034
H -0.4964 -1.1980 3.9488 0.0921 -0.0152 0.0652
H -1.7129 -0.5285 5.0484 -0.0596 -0.0960 -0.1175
H -0.0205 0.8005 5.8886 0.0652 -0.0645 -0.0825
C -3.3141 -3.2021 -0.7746 -0.0122 -0.1565 0.0461
C -4.5040 -4.0987 -1.0595 -0.0227 0.2534 0.3031
O -4.9406 -4.7793 0.1169 -0.0407 -0.0886 -0.0514
H -2.4857 -3.7860 -0.3719 0.0046 -0.0246 -0.0527
H -2.9802 -2.6976 -1.6787 0.0026 0.0153 0.0045
H -3.5693 -2.4455 -0.0289 -0.0209 0.0744 -0.0806
H -4.2424 -4.8637 -1.7890 -0.0543 -0.0811 0.0578
H -5.3382 -3.5126 -1.4608 0.0571 -0.0054 -0.1469
H -5.1858 -4.1102 0.7659 0.0606 -0.0817 -0.0544

=====

[4]
33
Properties=species:S:1:pos:R:3:forces:R:3 method="wB97M-V/def2-TZVPD" e_above_lowest_kcal_mol=29.8 homo_lumo_gap_ha=0.3620 smiles="CCN[Si@H](Cl)C(C)(C)C.[H]/N=C/C" total_charge=0 lumo_ev=0.75
C -1.7720 -0.6162 2.7408 -0.0285 -2.1469 0.6045
C 1.0793 -4.2816 -0.0008 1.5617 -0.2964 -0.4256
C 1.7190 2.6263 -0.9948 -1.9959 2.6372 -1.9118
C 1.0752 0.3130 -1.7706 -2.0716 -0.4307 -0.4558
C -0.4466 2.1673 -2.1722 -0.4912 4.1334 -2.2673
C -2.4294 0.0747 1.5564 -0.4656 -1.7500 -0.7348
C 1.4443 -3.4285 1.1337 -0.3082 0.5398 0.4471
C 0.5477 1.6616 -1.2287 1.0358 -0.8821 1.3652
N -1.6834 0.3551 0.3206 0.7545 -0.2645 -0.0108
N 0.6860 -2.4877 1.5494 -0.4047 -2.6502 -3.0402
Si -0.2697 1.3072 0.3905 1.3578 -1.0314 0.9946
Cl -0.6697 3.0891 1.2665 -0.3972 0.6634 0.4747
H -0.9860 -1.2911 2.3765 -0.0398 0.5181 -0.0409
H -1.3463 0.0705 3.4488 0.1607 0.1984 0.5417
H -2.4397 -1.4329 3.2835 0.7591 2.1911 -0.9606
H 1.0374 -5.3206 0.3001 0.4380 -0.3322 -0.0682
H 0.1720 -4.0573 -0.4155 -2.6244 0.8030 -0.7289
H 1.7802 -4.1016 -0.8266 0.2894 -0.5273 0.2655
H 2.3674 2.5004 -1.8443 0.5389 0.1968 -0.4671
H 1.3434 3.7614 -1.0276 0.8721 -2.4788 0.3614
H 2.2834 2.4313 -0.1349 0.6910 -0.2182 1.4497
H 0.8745 0.1793 -2.8361 -0.0184 0.4374 -0.1719
H 0.4892 -0.4944 -1.3355 0.1120 -0.4406 0.1802
H 2.0856 0.0670 -1.6603 1.6473 0.0311 0.7056
H 0.0789 2.2609 -3.1591 -0.6775 0.0039 0.4123
H -1.3449 1.6350 -2.3125 -0.8138 -1.3483 -0.0783
H -0.8853 3.2433 -1.9814 1.1970 -1.7597 0.1182
H -3.0341 -0.7309 1.1492 -1.3538 0.4539 0.4528
H -2.9471 0.9668 1.8279 -0.7427 0.3600 0.2460
H 0.7346 0.5831 1.3038 -0.3131 0.6035 -0.4431
H 2.4294 -3.7512 1.5150 -0.2557 0.6464 0.6266
H -1.4856 -0.5621 -0.0834 0.0853 0.4363 -0.2144
H 1.0053 -2.0633 2.3385 1.5016 1.7036 2.7735

=====

[5]
39
Properties=species:S:1:pos:R:3:forces:R:3 method="wB97M-V/def2-TZVPD" e_above_lowest_kcal_mol=0.0 homo_lumo_gap_ha="0.1808 / 0.1801" total_charge=+2 lumo_ev="-9.73 / -9.92"
I -2.1147 0.4518 -2.0968 0.4782 -0.3475 0.1031
I 1.7512 0.6311 -2.2896 -0.8057 -0.6735 0.4888
Sc -0.0418 0.2546 -0.0469 0.5857 0.5993 -0.9576
P -0.2781 -3.1287 -0.8156 -0.1211 -0.5373 -1.2046
C -0.7213 -4.1166 0.6139 0.0010 -0.1341 0.1546
C -1.5802 -3.2252 -2.0804 0.2728 -0.0605 0.2736
H -1.6815 -4.2631 -2.4117 0.0247 0.0538 0.0682
H 1.3482 -4.5859 -1.9545 -0.1824 0.4149 0.1213
H -1.3404 -2.6014 -2.9534 0.0798 -0.1691 0.3601
H 1.4880 -2.8583 -2.4636 -0.3105 -0.3162 0.4575
H -1.7431 -3.8259 0.8904 0.1351 -0.0985 -0.1041
H -2.5341 -2.8941 -1.6605 0.1222 -0.0651 -0.0122
C 1.2960 -3.5388 -1.6102 0.2001 -0.1893 0.2102
H -0.6864 -5.2006 0.4671 -0.0116 0.2140 -0.2338
H 2.1027 -3.3885 -0.8758 -0.2223 -0.0603 -0.1917
H -0.0816 -3.8540 1.4640 -0.0627 -0.1235 -0.3780
P -0.3281 3.1423 -0.8224 0.0221 1.4219 -0.0060
C -0.6052 4.0802 0.7403 0.0875 0.0455 -0.0056
C 1.1399 3.9518 -1.6091 0.1312 -0.3045 0.1659
H -1.5607 3.2478 -2.9057 -0.1715 0.4120 0.3148
H -1.5299 4.9016 -2.1942 0.2898 -0.5049 0.3324
H -2.6236 3.6629 -1.5174 0.2237 -0.0288 -0.2765
C -1.6338 3.8254 -1.9680 -0.0907 -0.5856 0.1915
H 1.3564 3.3792 -2.5318 -0.0055 0.5987 0.4998
H 0.9659 5.0152 -1.8536 -0.1327 -0.5397 0.1952
H -0.5595 5.1736 0.6011 -0.0511 -0.4608 0.0283
H 0.1717 3.7798 1.4659 -0.3190 0.2256 -0.2044
H 1.9993 3.8832 -0.9241 -0.1542 -0.0358 -0.3534
H -1.5976 3.8042 1.1373 0.3742 0.1941 -0.0865
C -0.8576 1.1699 2.1170 -2.4275 1.8604 4.0277
O -1.2220 1.5636 3.1430 1.6950 -1.6804 -4.1716
C 2.0756 -0.9530 4.3170 0.6821 0.6682 0.1509
S 1.6097 -1.2674 2.5194 -2.0457 2.1457 0.7433
O 0.3723 -2.0608 2.5894 1.0799 0.0449 0.0252
O 1.3091 0.1343 1.9332 1.0640 -2.2462 -0.1320
O -0.1429 -1.6784 -0.3122 0.0495 0.9809 0.6266
H 1.3002 -0.2777 4.7415 0.2993 -0.5292 -0.5748
H 3.0581 -0.4199 4.2953 -0.7658 -0.5760 -0.0460
H 2.1196 -1.9138 4.8617 -0.0177 0.3870 -0.6000

=====

[6]
32
Properties=species:S:1:pos:R:3:forces:R:3 method="wB97M-V/def2-TZVPD" e_above_lowest_kcal_mol=125.3 homo_lumo_gap_ha=0.2977 total_charge=0 lumo_ev=0.97
C -1.2076 -0.9646 -2.3207 0.3339 2.7548 2.5032
C -2.5311 -0.0260 2.2070 -1.1742 3.8501 0.2000
C 2.5944 -2.6701 0.7498 -2.1939 3.5292 1.0225
C 0.7433 3.3176 -1.0244 3.0389 -0.8596 0.2426
C -1.3390 -1.7199 -0.8986 3.9050 2.0623 -1.5914
C -2.5580 -0.3460 0.6987 0.7766 0.1814 1.5548
C 2.5310 -1.3050 0.0253 -0.3357 -0.4046 0.1935
C 1.1255 2.5862 0.2717 -2.9482 -1.1488 0.6737
N -1.2466 -0.8208 0.2931 -1.4408 -1.6422 -1.5899
O 1.2121 -0.9952 -0.3400 -0.4293 -0.4254 -0.6505
Si 0.2208 -0.1501 0.6229 2.1206 3.2023 1.5208
H -0.1753 -0.4244 -2.2428 -1.8412 -0.9711 -0.5847
H -1.2588 -1.5936 -3.1807 0.0767 -0.6446 -0.4196
H -2.0129 -0.1229 -2.4439 1.3593 -1.5631 0.3252
H -1.8413 -0.6502 2.7231 0.1675 -0.7454 0.5900
H -2.0524 1.0702 2.2342 -0.9628 -2.1825 0.4385
H -3.5831 0.0809 2.7614 2.3204 -0.4610 -1.4150
H 2.2118 -3.4801 0.2288 -0.5403 -1.3469 -1.4876
H 3.5940 -2.7467 0.9548 2.4718 -0.8876 1.1381
H 1.9397 -2.5242 1.6207 0.5997 -0.4487 0.3023
H 1.1913 2.9178 -1.9703 -0.1184 -0.3854 0.9261
H -0.2929 3.2076 -1.1839 -1.3154 1.3367 -0.0794
H 1.3761 4.2400 -0.8979 -1.8350 0.2256 -0.4655
H -2.2317 -2.1844 -0.8345 -2.8118 -1.8383 0.1762
H -0.4674 -2.4229 -0.8638 -1.1094 0.3822 0.0115
H -3.2678 -1.1543 0.5360 -0.2947 0.4149 -0.5433
H -2.6568 0.5959 0.1738 -1.3860 -0.0451 -0.3886
H 3.0905 -1.5013 -0.9051 0.2033 1.1746 0.3437
H 2.7673 -0.4107 0.6864 1.2727 -1.3729 -0.8007
H 0.8594 3.1744 1.2085 -0.2844 -0.8659 -1.1841
H 2.1460 2.4772 0.3419 2.4619 -0.7604 0.0615
H 0.5515 -0.1905 2.1357 -0.0866 -0.1148 -1.0236